This record from OMol25 describes a cluster of 2 separate species, C3H10NOS in total at a distorted geometry. The level of theory is ωB97M-V/def2-TZVPD.

CARTESIAN COORDINATES (ANGSTROEM)
S 2.1545 -0.8945 -0.1472
O 2.4065 1.9212 2.2308
N -0.3221 0.2721 -1.9261
C -0.3915 0.0947 -0.3938
C -1.9086 -0.2386 -0.1232
C 0.3645 -1.0857 0.1693
H -2.1392 -0.0428 0.9487
H -2.1960 -1.2964 -0.3682
H -0.0630 1.0743 0.0877
H 2.6447 1.3201 1.4712
H -0.0250 -2.0336 -0.2001
H 0.3540 -0.9203 1.2810
H 0.6959 0.1809 -2.0623
H -0.6070 -0.5333 -2.5394
H 1.4701 1.7925 2.3718
H -2.4379 0.3894 -0.8001

Summary:
E_HOMO: -2.8 eV
electronic energy: -648.50399 a.u.
charge: -1
relative energy (zero: lowest compared OMol25 entry of this formula, charge and spin): 0.750 eV

=====

This record from OMol25 describes a cluster of 3 separate species, C5H16N2S in total at a distorted geometry. The level of theory is ωB97M-V/def2-TZVPD.

CARTESIAN COORDINATES (ANGSTROEM)
S -1.0213 -0.7855 -1.0660
N -0.8110 2.3356 -1.0008
N 2.8303 1.5678 -0.9054
C 1.4611 1.7873 -0.4240
C -0.1144 -1.9080 0.0524
C -1.0699 -2.7465 0.9224
C -1.6547 -1.9761 2.1023
C 0.5252 2.1287 -1.5798
H -0.8724 -1.6164 2.7759
H -1.5194 0.3546 0.6882
H -1.4126 2.6604 -1.7554
H 1.0630 0.8906 0.0813
H 0.4771 -2.5858 -0.5647
H 0.5703 -1.3411 0.7081
H -2.1797 -1.0857 1.7171
H -2.3498 -2.5984 2.6736
H -0.5278 -3.6464 1.2868
H 0.9245 3.0448 -2.0756
H 0.5739 1.2848 -2.2805
H -1.1383 1.3841 -0.7356
H -1.8877 -3.1261 0.2948
H 3.3647 2.4350 -0.8935
H 3.3275 0.9106 -0.3206
H 1.4411 2.6319 0.2988

Summary:
E_HOMO: -9.0 eV
electronic energy: -707.66349 a.u.
relative energy (zero: lowest compared OMol25 entry of this formula, charge and spin): 3.291 eV

=====

This record from OMol25 describes the molecule C5H4F7NO at a distorted geometry. The level of theory is ωB97M-V/def2-TZVPD.

CARTESIAN COORDINATES (ANGSTROEM)
F 2.6174 -2.1140 0.5956
F 1.0732 2.3902 0.2881
F 3.0940 0.6528 0.2117
F 0.6935 -1.8988 -0.2351
F 0.8547 1.2208 -1.4969
F 1.6621 -0.0195 1.6541
F 2.3974 -1.3551 -1.3859
O -1.4059 -0.4002 -1.6533
N -1.5133 0.0617 -0.4866
C 1.9009 -1.3016 -0.1737
C 1.8820 0.1360 0.3278
C -0.6959 0.6858 0.3488
C -2.8318 -0.0865 0.1654
C 0.8134 1.1762 -0.2142
H -2.5977 -0.0062 1.2500
H -1.0584 1.2422 1.2078
H -3.2918 -0.9846 -0.1872
H -3.5938 0.6008 -0.2164

Summary:
E_HOMO (alpha / beta): -9.7 / -9.7 eV
electronic energy: -1021.87914 a.u.
SMILES string: C/[N+]([O-])=C/C(F)(F)C(F)(F)C(F)(F)F
relative energy (zero: lowest compared OMol25 entry of this formula, charge and spin): 2.552 eV

=====

This record from OMol25 describes a structure of composition C2H13N3Si3 at a distorted geometry. The level of theory is ωB97M-V/def2-TZVPD.

CARTESIAN COORDINATES (ANGSTROEM)
Si -0.0533 0.0328 -0.9955
Si -2.2807 -1.6122 -0.0691
Si -2.4594 1.4492 0.3219
N -1.7148 0.0286 -0.4433
N 0.9249 1.1700 -0.2664
N 1.8433 -1.5110 -0.0515
C 2.3931 0.8552 -0.1701
C 2.6686 -0.4758 0.5845
H 2.7371 1.7607 0.3665
H 2.4751 -0.2397 1.6107
H -2.0579 -1.7034 1.4908
H 1.4097 -2.0132 0.6826
H 3.6192 -0.8551 0.3087
H 0.1947 -0.5031 -2.2976
H 2.7357 0.5974 -1.0909
H -2.4902 2.4245 -0.6161
H 0.8773 2.1388 -0.0657
H -3.7716 -1.8881 -0.2617
H -3.9819 0.9237 0.3578
H -1.3262 -2.5540 -0.8638
H -1.7427 1.9747 1.4682

Summary:
E_HOMO: -7.5 eV
electronic energy: -1116.66863 a.u.
relative energy (zero: lowest compared OMol25 entry of this formula, charge and spin): 3.214 eV

=====

This record from OMol25 describes the ion C10H26OPSi with charge +1. The level of theory is ωB97M-V/def2-TZVPD.

CARTESIAN COORDINATES (ANGSTROEM)
P -0.9678 -2.3537 -0.8047
Si 1.0414 1.6661 -1.3551
O 1.1372 0.4786 -2.5593
C -0.6186 0.6689 2.5968
C 0.9649 -0.8598 -2.2191
C 0.6923 -1.4466 2.4500
C -0.7786 2.0162 -1.0055
C -2.2409 -1.6903 0.3073
C -1.7463 -1.4418 1.7257
C -0.5367 -1.2678 -2.1982
C 1.8078 3.2248 -2.0330
C 1.9944 1.1991 0.1904
C -0.4392 -0.6221 1.8166
H 0.2040 -2.6657 -0.1122
H -0.1128 -0.3789 0.7981
H -1.6082 -2.3929 2.2275
H 1.4538 -1.4563 -2.9823
H -0.7576 -1.8635 -3.0771
H -3.0362 -2.4299 0.3332
H -1.3701 1.6896 -1.8564
H 1.2848 3.6194 -2.8942
H 0.3517 1.0283 2.9234
H 1.6503 -1.0003 2.2040
H -2.6598 -0.8093 -0.1661
H 3.0428 1.4481 0.0993
H 1.8899 0.1657 0.5107
H 1.7879 3.9486 -1.2230
H 0.6454 -2.4729 2.1001
H 1.4338 -1.1308 -1.2694
H -1.2050 -0.4166 -2.2171
H -2.5336 -0.9028 2.2380
H -0.9383 3.0798 -0.8845
H -1.2045 0.5013 3.4943
H 2.8547 3.0437 -2.2536
H -1.0740 1.4691 2.0215
H -1.1766 1.5316 -0.1160
H 1.5834 1.8080 0.9929
H 0.6043 -1.4210 3.5305
H -1.4202 -3.5636 -1.3335

Summary:
E_HOMO: -13.3 eV
electronic energy: -1102.50244 a.u.
charge: +1
relative energy (zero: lowest compared OMol25 entry of this formula, charge and spin): 0.232 eV

=====

This record from OMol25 describes a structure of composition C65H66F4N8O4RbSb at a distorted geometry. The level of theory is ωB97M-V/def2-TZVPD.

CARTESIAN COORDINATES (ANGSTROEM)
Sb 2.8864 1.7518 -0.9971
Rb -0.1020 -1.0420 0.8510
F 2.1244 -4.9148 6.5005
F 1.6053 -1.0996 2.6848
F 1.7211 -5.6973 4.0420
F 2.0515 -0.3921 5.1855
O -1.9059 3.2275 3.2503
O -1.4187 1.1593 3.9226
O -0.6359 1.9892 0.3797
O -2.4198 -1.3264 2.0696
N 1.2259 -3.6724 1.9110
N 1.8393 -1.2596 -9.2840
N -4.1049 -1.9359 -2.8455
N -1.8102 -2.1026 -1.2941
N 0.6463 -1.6055 -2.3188
N 1.5186 -4.8468 -0.9371
N 5.0271 -3.0468 -1.2629
N 2.7056 -1.6840 -0.5445
C -1.0608 2.9223 5.4583
C -2.9980 -0.2214 2.6114
C 4.7000 1.1776 0.0525
C 1.3468 -1.4644 -6.5215
C -4.2389 0.1026 1.7495
C -5.5632 0.0277 2.1735
C 0.4593 -1.9814 -7.4596
C -3.0025 -2.3655 -0.7763
C -3.6356 -1.9287 5.9603
C 1.8745 -1.7286 -2.8043
C -0.9682 2.4852 4.0112
C 1.0939 -1.5634 -5.0598
C -4.0167 0.5687 4.8426
C 0.9508 -5.0343 1.5203
C 4.7503 -2.7466 -0.0006
C 2.7212 -5.6298 -0.7639
C 1.9627 -3.9478 5.5617
C 1.7210 -4.3490 4.2690
C -6.3676 0.4376 -0.0639
C -1.6182 2.8283 0.7643
C 4.1147 -2.6871 -2.1613
C -4.0109 0.3550 0.3979
C 2.6840 -0.7636 -8.3831
C 3.4068 3.8544 -1.0395
C -4.2133 -0.9234 6.7190
C -4.7353 3.8566 -1.3293
C -4.3493 3.4328 -2.5927
C -2.9089 -1.5995 -3.3257
C 0.7485 -1.8559 -8.8087
C -2.3220 2.4070 2.1456
C 0.5004 -5.1303 0.0719
C 0.1631 4.6200 0.5452
C -0.1364 6.9283 1.1696
C 2.0672 -2.6254 5.9475
C -0.3801 -1.5892 -3.1650
C -3.1313 2.7797 -2.7397
C 3.4934 1.2490 -3.0355
C 5.8932 0.7521 -0.7921
C 1.9261 -1.7084 4.9139
C 2.4881 -0.8394 -7.0134
C -2.3089 2.5736 -1.6416
C 4.3014 2.2516 -3.8493
C -0.1955 -1.5631 -4.5468
C 0.6554 5.9180 0.6482
C 4.8577 4.2874 -1.2129
C -5.0499 0.5270 -0.4982
C -6.6158 0.1868 1.2765
C 2.1485 -1.6827 -4.1672
C 3.5902 -2.0690 0.3611
C 1.6793 -2.0870 3.6242
C -1.1214 4.3043 0.9507
C 1.5033 -3.4406 3.1787
C -3.4431 -0.4404 4.0695
C -3.9102 3.6400 -0.2344
C -2.6782 3.0047 -0.3698
C -1.7493 -1.7346 -2.5729
C -1.4303 6.6251 1.5800
C 0.9545 -5.0792 -2.2471
C -1.9502 0.9805 2.6025
C -1.9106 5.3322 1.4653
C 0.4409 2.6279 3.4445
C -3.2545 -1.6859 4.6437
C 2.9497 -2.0145 -1.8070
C -4.1394 -2.3353 -1.5831
C -4.4026 0.3345 6.1510
H 2.7587 4.3314 -1.7795
H 4.9481 2.0357 0.6817
H 3.1689 -1.7469 -4.5166
H 0.7660 3.6696 3.4964
H -4.9957 3.5939 -3.4479
H -1.3519 2.0687 -1.7131
H 3.3965 -5.4456 -1.6029
H 5.3208 2.3476 -3.4725
H -3.4671 -2.9075 6.3961
H -2.9859 0.4165 0.0494
H 5.2410 4.0798 -2.2118
H -4.5025 -1.1086 7.7476
H 3.3690 -1.8417 1.3952
H 1.6584 -4.7803 -3.0286
H 2.2239 -2.3270 6.9710
H -0.3984 2.3038 6.0644
H -4.2535 3.9620 0.7411
H 6.2057 1.5428 -1.4780
H -7.6369 0.1081 1.6355
H 1.6627 6.1474 0.3206
H 5.6619 -0.1288 -1.3953
H 1.8064 -5.7109 1.6615
H 4.0211 0.2935 -2.9807
H -5.6937 4.3437 -1.1879
H -4.8306 0.7420 -1.5368
H 2.5159 -6.7181 -0.7276
H -2.0845 2.7973 5.8092
H -5.1055 -2.6034 -1.1727
H -2.0648 7.3975 2.0003
H -3.0457 -2.5350 0.2985
H -2.8895 -1.2101 -4.3361
H 0.0403 -4.4975 -2.3588
H 2.5478 1.0437 -3.5415
H -4.1458 1.5576 4.4139
H 5.5196 3.7889 -0.5028
H -2.7837 -2.4383 4.0230
H 4.9644 5.3640 -1.0427
H -4.8399 1.1358 6.7371
H -2.8188 2.4325 -3.7193
H 0.7001 -6.1461 -2.4084
H 3.5684 -0.2709 -8.7723
H 1.1239 1.9982 4.0177
H -5.7871 -0.1810 3.2111
H 4.3715 1.9489 -4.9001
H -1.0523 -1.5340 -5.2028
H 4.4167 0.3784 0.7369
H 6.7567 0.4925 -0.1712
H 4.3122 -2.9717 -3.1882
H 3.2402 -5.3521 0.1523
H -7.1856 0.5720 -0.7627
H -2.9143 5.1214 1.8120
H -3.4046 2.5342 2.0800
H 3.2101 -0.3842 -6.3485
H -0.4387 -2.5035 -7.1583
H 3.0400 4.2033 -0.0744
H 0.0639 -2.2639 -9.5446
H -1.1320 0.6486 1.9786
H 0.1442 -5.4820 2.1212
H 0.4509 2.3172 2.3967
H -0.7640 3.9677 5.5560
H 5.4648 -3.0538 0.7545
H 0.1067 -6.1551 -0.0955
H 0.7440 3.7927 0.1562
H 0.2472 7.9387 1.2591
H 3.8539 3.2468 -3.8305
H -0.3235 -4.4312 -0.0922

Summary:
E_HOMO: -2.0 eV
electronic energy: -3919.29573 a.u.
charge: -2
relative energy (zero: lowest compared OMol25 entry of this formula, charge and spin): 0.706 eV